[1]
DFT (the ωB97M-V functional and the def2-TZVPD basis) results for a 3-piece molecular cluster, C6H12Br4IN3OP overall.

Structure (XYZ):
```
28
Properties=species:S:1:pos:R:3:mulliken_charge:R:1
O 0.01 1.50 2.02 -0.417
P 0.27 0.32 0.87 0.045
I -1.29 0.82 -0.98 0.126
N 1.89 0.60 0.09 0.618
C 2.70 -0.28 -0.51 -0.554
N 3.74 0.49 -0.94 -0.080
C 3.48 1.80 -0.56 -0.070
N 2.33 1.88 0.08 -0.491
H 0.89 1.76 2.36 0.350
H 2.50 -1.35 -0.63 0.684
H 4.53 0.13 -1.47 0.244
H 4.15 2.64 -0.81 0.391
Br -1.97 -2.59 -3.40 -0.070
C -0.89 -1.28 -4.35 -0.481
C 0.50 -1.79 -4.60 -0.549
Br 1.58 -1.71 -2.97 -0.031
H -0.92 -0.36 -3.76 0.149
H -1.41 -1.11 -5.30 0.361
H 1.02 -1.15 -5.31 0.357
H 0.53 -2.82 -4.94 0.375
Br -5.17 0.15 4.69 -0.120
C -3.27 0.27 5.09 -0.641
C -2.46 0.54 3.86 -0.518
Br -2.26 -1.06 2.77 -0.144
H -2.99 -0.65 5.59 0.384
H -3.18 1.10 5.80 0.373
H -1.44 0.84 4.12 0.306
H -2.89 1.31 3.22 0.403
```

Its energy relative to the best compared isomer or geometry (same formula, charge and spin) is 57.6 kJ/mol. For the frontier orbital gap, the calculation gives 7.93 eV. The total energy comes out at -11410.21404 Ha. As for the charge: +1. The HOMO energy is -12.0 eV.



[2]
DFT (the ωB97M-V functional and the def2-TZVPD basis) results for a 3-piece molecular cluster, C6H12Br6 overall.

Structure (XYZ):
```
24
Properties=species:S:1:pos:R:3:mulliken_charge:R:1
Br 11.24 9.12 7.78 -0.098
C 12.61 8.20 8.91 -0.546
C 12.74 8.87 10.27 -0.480
Br 11.01 8.82 11.23 -0.107
H 13.52 8.24 8.32 0.379
H 12.27 7.18 9.01 0.379
H 13.06 9.90 10.31 0.381
H 13.39 8.32 10.95 0.130
Br 14.78 9.21 13.47 -0.136
C 14.81 9.84 15.31 -0.573
C 15.45 11.17 15.46 -0.567
Br 14.92 11.94 17.19 -0.153
H 15.33 9.09 15.90 0.348
H 13.78 9.86 15.66 0.395
H 15.22 11.92 14.71 0.375
H 16.54 11.12 15.44 0.346
Br 7.91 11.78 5.34 -0.145
C 8.19 9.90 5.77 -0.346
C 6.87 9.21 6.00 -0.540
Br 7.19 7.35 6.49 -0.159
H 8.94 9.75 6.54 -0.018
H 8.68 9.50 4.89 0.387
H 6.26 9.34 5.11 0.391
H 6.37 9.69 6.84 0.358
```

As for the SMILES: BrCCBr.BrCCBr.BrCCBr. Its energy relative to the best compared isomer or geometry (same formula, charge and spin) is 47.6 kJ/mol. For the frontier orbital gap, the calculation gives 10.32 eV. The total energy comes out at -15679.89259 Ha. As for the charge: 0. The HOMO energy is -10.0 eV.



[3]
DFT (the ωB97M-V functional and the def2-TZVPD basis) results for C6H12BrN2 as an isolated structure.

Structure (XYZ):
```
21
Properties=species:S:1:pos:R:3:mulliken_charge:R:1
C -0.18 0.12 0.51 0.365
C 2.35 -0.58 -0.28 -0.711
C 1.47 0.39 -1.08 -0.542
C 2.14 -0.44 1.23 -0.441
C -0.99 0.65 -1.66 -0.691
C -4.24 -0.18 1.21 -0.615
N 0.05 0.43 -0.70 0.082
N 0.66 -0.20 1.40 -0.229
Br -2.55 0.35 1.52 0.201
H 2.14 -1.63 -0.51 0.327
H 3.37 -0.38 -0.39 0.384
H 1.93 1.52 -1.13 0.287
H 1.54 0.00 -2.13 0.346
H 2.23 -1.41 1.74 0.311
H 2.72 0.44 1.72 0.303
H -2.03 0.46 -1.17 0.058
H -0.93 1.72 -1.89 0.374
H -0.98 -0.17 -2.58 0.303
H -4.48 -1.22 1.42 0.336
H -4.58 0.39 0.43 0.341
H 0.34 -0.25 2.35 0.212
```

Its energy relative to the best compared isomer or geometry (same formula, charge and spin) is 154.6 kJ/mol. For the frontier orbital gap (spin up / spin down), the calculation gives 7.08 / 9.03 eV. The total energy comes out at -2918.92436 Ha. As for the charge: +1. The HOMO energy (spin up / spin down) is -12.4 / -13.1 eV.



[4]
DFT (the ωB97M-V functional and the def2-TZVPD basis) results for a 2-piece molecular cluster, C6H12BrN2S overall.

Structure (XYZ):
```
22
Properties=species:S:1:pos:R:3:mulliken_charge:R:1
C -2.93 -1.60 2.27 0.105
C -1.72 -2.32 1.89 0.003
C -2.64 -0.20 2.27 -0.154
C -2.46 -0.76 4.84 -0.746
C 1.68 1.10 -3.32 -0.810
C 3.98 1.50 -4.13 -0.724
N -2.46 -0.72 3.43 0.090
N 2.58 1.83 -4.07 -0.331
S -1.65 -3.70 1.09 -0.014
Br -0.05 -0.69 1.80 -0.133
H -3.87 -2.12 2.50 0.409
H -2.94 0.63 1.72 0.399
H -2.03 -1.64 5.17 0.355
H -1.92 0.02 5.21 0.355
H -3.50 -0.87 5.21 0.329
H 1.87 -0.02 -3.56 0.239
H 1.89 1.37 -2.23 0.265
H 0.71 1.10 -3.69 0.324
H 4.36 1.41 -3.09 0.273
H 4.17 0.57 -4.66 0.245
H 4.59 2.25 -4.70 0.288
H 2.34 2.86 -3.97 0.233
```

Its energy relative to the best compared isomer or geometry (same formula, charge and spin) is 368.9 kJ/mol. For the frontier orbital gap, the calculation gives 3.84 eV. The total energy comes out at -3317.03209 Ha. As for the charge: +1. The HOMO energy is -9.8 eV.



[5]
DFT (the ωB97M-V functional and the def2-TZVPD basis) results for a 2-piece molecular cluster, C6H12BrNO4 overall.

Structure (XYZ):
```
24
Properties=species:S:1:pos:R:3:mulliken_charge:R:1
C -0.90 -2.12 0.66 -1.396
C -0.81 1.23 -1.69 -1.462
C 1.74 0.80 -1.45 -1.298
C -0.91 -0.83 1.40 0.339
C 0.34 0.32 -1.35 1.105
C 0.22 0.20 0.99 -0.435
N 0.10 1.56 1.28 1.222
O -1.02 2.00 1.46 -0.652
O 1.09 2.25 1.32 -0.682
O -0.66 -1.23 2.75 -0.549
O 0.12 -0.92 -1.72 -0.467
Br 1.81 -0.67 1.41 -0.038
H 0.12 -2.56 0.88 0.289
H -1.70 -2.83 1.04 0.345
H -1.00 -1.93 -0.33 0.473
H -1.71 0.75 -1.95 0.403
H -0.56 1.86 -2.50 0.401
H -1.13 1.90 -0.88 0.317
H 1.97 1.67 -0.84 0.328
H 2.15 0.99 -2.46 0.390
H 2.41 -0.08 -1.13 0.321
H -1.97 -0.35 1.57 0.329
H -0.63 -0.48 3.36 0.333
H 0.92 -1.52 -1.82 0.386
```

Its energy relative to the best compared isomer or geometry (same formula, charge and spin) is 71.0 kJ/mol. For the frontier orbital gap (spin up / spin down), the calculation gives 8.32 / 8.32 eV. The total energy comes out at -3165.34409 Ha. As for the charge: 0. The HOMO energy (spin up / spin down) is -8.7 / -8.7 eV.



[6]
DFT (the ωB97M-V functional and the def2-TZVPD basis) results for a 3-piece molecular cluster, C6H12Cl2N4 overall.

Structure (XYZ):
```
24
Properties=species:S:1:pos:R:3:mulliken_charge:R:1
C -1.01 -1.91 0.28 -0.707
C -0.64 -0.41 2.19 -0.453
C -0.62 -0.95 -0.58 -0.437
C -0.33 0.62 1.35 -0.456
C -1.18 -1.68 1.70 -0.972
C -0.35 0.34 -0.06 0.614
N -0.30 1.35 -0.95 0.570
N 1.78 -0.15 -0.58 -0.183
N -0.50 2.66 -0.71 -0.640
N 2.27 -0.50 -1.72 -0.148
Cl 1.11 3.79 -0.11 0.109
Cl 1.29 0.83 -3.45 -0.389
H -1.23 -2.91 -0.03 0.456
H -0.48 -0.42 3.37 0.357
H -0.68 -1.16 -1.61 0.698
H 0.14 1.45 1.74 0.610
H -2.26 -1.71 1.74 0.419
H -1.02 -2.49 2.34 0.621
H 0.13 1.24 -1.92 0.131
H 2.19 0.73 -0.14 0.286
H -0.67 3.22 -1.54 0.421
H -0.99 2.81 0.19 0.421
H 3.07 -0.15 -2.16 0.363
H 2.02 -1.36 -2.15 0.311
```

Its energy relative to the best compared isomer or geometry (same formula, charge and spin) is 520.2 kJ/mol. For the frontier orbital gap (spin up / spin down), the calculation gives 6.29 / 6.26 eV. The total energy comes out at -1374.34372 Ha. As for the charge: +2. The HOMO energy (spin up / spin down) is -16.9 / -16.9 eV.



[7]
DFT (the ωB97M-V functional and the def2-TZVPD basis) results for a 2-piece molecular cluster, C6H12Cl2Si overall.

Structure (XYZ):
```
21
Properties=species:S:1:pos:R:3:mulliken_charge:R:1
C -1.16 -0.45 0.50 -0.376
C -0.80 0.72 0.07 0.164
C -1.50 1.75 -0.73 -1.142
C -0.12 -2.68 -0.24 -0.839
C -0.33 -1.66 0.86 -0.625
C 1.73 1.69 0.79 -0.868
Si 2.64 0.85 -0.56 0.759
Cl 1.75 1.02 -2.40 -0.236
Cl 3.09 -1.15 -0.14 -0.253
H -2.20 -0.48 0.41 0.384
H -2.18 2.24 0.06 0.308
H -0.73 2.41 -1.03 0.346
H -2.06 1.31 -1.65 0.268
H 0.19 -2.20 -1.20 0.218
H 0.78 -3.17 0.25 0.195
H -0.88 -3.47 -0.43 0.341
H 0.57 -1.36 1.21 0.370
H -0.76 -2.20 1.62 0.380
H 1.69 2.81 0.85 0.400
H 1.69 1.35 1.84 0.393
H 3.99 1.46 -0.79 -0.187
```

Its energy relative to the best compared isomer or geometry (same formula, charge and spin) is 0.0 kJ/mol. The multiplicity is 3. For the frontier orbital gap (spin up / spin down), the calculation gives 8.22 / 7.53 eV. The total energy comes out at -1445.57369 Ha. As for the charge: 0. The HOMO energy (spin up / spin down) is -7.4 / -9.1 eV.



[8]
DFT (the ωB97M-V functional and the def2-TZVPD basis) results for C6H12Cl6F8Mg2N4O16S8 as an isolated structure.

Structure (XYZ):
```
62
Properties=species:S:1:pos:R:3:mulliken_charge:R:1
Mg -2.37 23.26 2.68 1.493
Mg -4.20 25.54 9.54 1.432
N -7.55 24.21 8.03 -0.212
S -7.84 23.87 6.35 1.105
O -9.00 23.17 5.77 -0.460
O -6.62 23.70 5.59 -0.638
F -8.28 25.39 5.89 -0.272
S -8.77 23.46 8.49 1.057
O -8.71 21.99 8.52 -0.534
O -10.08 24.02 8.19 -0.492
F -8.57 23.83 10.10 -0.337
N -0.89 26.73 3.80 -0.187
S -1.58 28.19 4.42 0.999
O -1.13 29.59 4.14 -0.459
O -2.32 27.88 5.69 -0.592
F -2.84 28.12 3.38 -0.291
S 0.55 27.36 3.86 1.040
O 1.17 27.75 5.11 -0.503
O 0.90 28.05 2.64 -0.517
F 1.24 25.87 3.55 -0.350
N -2.35 21.10 -0.51 -0.129
S -1.34 19.80 -1.12 1.011
O -0.16 20.20 -1.92 -0.505
O -1.94 18.47 -1.38 -0.460
F -0.61 19.68 0.31 -0.275
S -3.14 21.02 -1.81 1.017
O -4.22 19.98 -1.87 -0.487
O -2.58 21.48 -3.06 -0.486
F -4.08 22.23 -1.35 -0.310
N -0.89 23.43 9.32 -0.163
S -0.45 21.96 8.50 1.029
O 0.59 21.04 8.85 -0.447
O -0.68 22.17 7.08 -0.562
F -1.80 21.29 9.01 -0.251
S 0.59 23.56 9.89 1.019
O 1.73 23.57 9.03 -0.461
O 0.83 23.16 11.28 -0.533
F 0.29 25.11 10.03 -0.288
Cl 6.76 18.62 13.00 -0.184
C 5.84 20.09 13.29 -0.392
C 5.35 20.17 14.70 -0.411
Cl 4.05 19.00 15.07 -0.190
H 5.08 20.13 12.52 0.310
H 6.53 20.92 13.16 0.268
H 4.96 21.18 14.77 0.275
H 6.11 19.95 15.46 0.325
Cl -1.02 34.39 9.11 -0.177
C 0.19 34.50 10.46 -0.441
C 0.43 33.11 11.09 -0.342
Cl -1.10 32.28 11.22 -0.181
H -0.28 35.20 11.15 0.269
H 1.08 35.02 10.11 0.323
H 0.85 33.13 12.10 0.284
H 1.09 32.49 10.49 0.265
Cl 0.37 14.56 9.94 -0.197
C 1.41 13.37 9.09 -0.470
C 2.51 14.04 8.33 -0.379
Cl 3.59 12.85 7.55 -0.198
H 0.83 12.64 8.52 0.347
H 1.74 12.76 9.93 0.292
H 3.15 14.63 8.98 0.300
H 2.13 14.71 7.56 0.304
```

Its energy relative to the best compared isomer or geometry (same formula, charge and spin) is 2407.8 kJ/mol. For the frontier orbital gap, the calculation gives 2.40 eV. The total energy comes out at -8803.62208 Ha. As for the charge: 0. The HOMO energy is -10.6 eV.



[9]
DFT (the ωB97M-V functional and the def2-TZVPD basis) results for C6H12Cl6F8Mg2N4O16S8 as an isolated structure.

Structure (XYZ):
```
62
Properties=species:S:1:pos:R:3:mulliken_charge:R:1
Mg -16.73 14.95 -18.46 1.290
Mg -21.36 16.90 -19.87 2.101
N -17.73 14.77 -20.01 0.043
S -18.23 15.90 -21.17 0.314
O -19.54 16.35 -20.81 -0.805
O -17.76 15.76 -22.49 -0.443
F -17.26 17.02 -20.62 -0.223
S -18.51 13.46 -20.53 0.842
O -18.06 12.89 -21.74 -0.514
O -19.91 13.49 -20.20 -0.333
F -17.88 12.52 -19.37 -0.350
N -20.46 16.49 -18.27 0.338
S -19.11 17.17 -17.56 0.525
O -17.92 16.35 -17.68 -0.629
O -19.27 17.96 -16.41 -0.438
F -18.85 18.24 -18.68 -0.193
S -20.69 15.31 -17.19 0.875
O -21.45 15.65 -16.04 -0.639
O -19.62 14.37 -17.04 -0.621
F -21.70 14.47 -18.11 -0.232
N -21.99 18.20 -21.06 0.311
S -23.47 18.43 -21.89 0.919
O -23.46 18.01 -23.24 -0.538
O -24.21 19.58 -21.47 -0.560
F -24.23 17.28 -21.08 -0.263
S -21.12 19.30 -21.86 0.843
O -21.51 20.64 -21.57 -0.560
O -20.76 18.90 -23.17 -0.548
F -19.76 19.13 -21.03 -0.218
N -13.83 15.34 -15.91 -0.432
S -13.96 16.35 -17.19 1.133
O -13.61 17.72 -17.10 -0.456
O -15.20 16.03 -17.90 -0.192
F -12.88 15.73 -18.14 -0.242
S -13.77 16.34 -14.64 1.121
O -14.98 17.13 -14.54 -0.541
O -12.51 16.92 -14.34 -0.566
F -13.95 15.20 -13.54 -0.248
Cl -13.99 19.88 -20.21 -0.221
C -14.77 20.49 -18.73 -0.470
C -16.22 20.07 -18.63 0.227
Cl -17.01 20.98 -17.32 -0.208
H -14.70 21.58 -18.73 0.406
H -14.21 20.13 -17.88 0.264
H -16.28 19.01 -18.38 -0.296
H -16.77 20.22 -19.55 0.246
Cl -21.39 19.92 -18.16 -0.025
C -22.75 19.81 -17.01 -0.669
C -23.05 18.40 -16.61 -0.336
Cl -23.52 17.45 -18.05 -0.097
H -23.61 20.30 -17.48 0.380
H -22.50 20.45 -16.16 0.386
H -23.88 18.38 -15.90 0.464
H -22.19 17.94 -16.12 0.157
Cl -25.34 11.86 -22.32 -0.187
C -24.31 12.79 -21.19 -0.295
C -23.65 13.89 -21.97 -0.895
Cl -22.61 14.91 -20.93 -0.090
H -23.60 12.07 -20.78 0.287
H -24.92 13.16 -20.37 0.310
H -24.44 14.55 -22.34 0.375
H -23.09 13.62 -22.87 0.416
```

Its energy relative to the best compared isomer or geometry (same formula, charge and spin) is 0.0 kJ/mol. For the frontier orbital gap, the calculation gives 8.28 eV. The total energy comes out at -8804.53918 Ha. As for the charge: 0. The HOMO energy is -10.4 eV.



Copy entry 2 word for word.
DFT (the ωB97M-V functional and the def2-TZVPD basis) results for a 3-piece molecular cluster, C6H12Br6 overall.

Structure (XYZ):
```
24
Properties=species:S:1:pos:R:3:mulliken_charge:R:1
Br 11.24 9.12 7.78 -0.098
C 12.61 8.20 8.91 -0.546
C 12.74 8.87 10.27 -0.480
Br 11.01 8.82 11.23 -0.107
H 13.52 8.24 8.32 0.379
H 12.27 7.18 9.01 0.379
H 13.06 9.90 10.31 0.381
H 13.39 8.32 10.95 0.130
Br 14.78 9.21 13.47 -0.136
C 14.81 9.84 15.31 -0.573
C 15.45 11.17 15.46 -0.567
Br 14.92 11.94 17.19 -0.153
H 15.33 9.09 15.90 0.348
H 13.78 9.86 15.66 0.395
H 15.22 11.92 14.71 0.375
H 16.54 11.12 15.44 0.346
Br 7.91 11.78 5.34 -0.145
C 8.19 9.90 5.77 -0.346
C 6.87 9.21 6.00 -0.540
Br 7.19 7.35 6.49 -0.159
H 8.94 9.75 6.54 -0.018
H 8.68 9.50 4.89 0.387
H 6.26 9.34 5.11 0.391
H 6.37 9.69 6.84 0.358
```

As for the SMILES: BrCCBr.BrCCBr.BrCCBr. Its energy relative to the best compared isomer or geometry (same formula, charge and spin) is 47.6 kJ/mol. For the frontier orbital gap, the calculation gives 10.32 eV. The total energy comes out at -15679.89259 Ha. As for the charge: 0. The HOMO energy is -10.0 eV.